# C35H88F8FeN2O19S4

A structure of composition C35H88F8FeN2O19S4 (ωB97M-V/def2-TZVPD, the OMol25 dataset).

Geometry as XYZ:
```
157
Properties=species:S:1:pos:R:3:forces:R:3
Fe 1.2906 -1.6990 -1.8127 0.6 1.2 -0.5
N 1.4336 -3.6073 -2.2202 2.9 -2.9 -2.0
S 0.5770 -4.9176 -2.1116 -6.3 -1.1 2.2
O 0.8157 -5.7307 -0.9668 0.5 0.4 -0.7
O 0.1715 -5.4829 -3.3634 1.3 0.0 0.2
F -0.7940 -4.1274 -1.7200 0.7 -0.1 0.1
S 2.6745 -4.3528 -3.1482 3.3 2.5 -1.8
O 2.6186 -4.0242 -4.5477 -0.9 -0.6 1.2
O 3.1950 -5.6148 -2.7170 -1.3 0.8 0.1
F 3.7813 -3.3048 -2.6728 0.0 -0.2 0.3
C -2.1586 -1.2937 0.5117 0.7 -0.3 -0.2
F -2.5838 -0.1415 0.0361 -0.1 0.3 0.0
F -2.7584 -1.5793 1.6483 0.1 0.1 0.2
F -2.4275 -2.2454 -0.3726 0.0 0.0 -0.1
S -0.2703 -1.2954 0.7960 -0.3 -0.9 0.7
O -0.0482 -0.7018 2.0858 0.0 0.1 -0.8
O 0.1522 -2.6642 0.6789 -0.1 0.4 -1.1
N 0.3211 -0.4273 -0.5729 -1.4 -0.9 2.4
S 0.4835 1.0743 -0.0643 1.9 4.3 0.1
O -0.5035 1.5609 0.8546 -0.4 -0.7 -0.1
O 1.8636 1.4121 0.2616 -1.0 -0.9 -0.8
C 0.0447 2.2099 -1.5189 -0.1 -1.5 -0.1
F 0.0549 3.4504 -1.1023 0.2 0.3 0.2
F 0.8756 2.0873 -2.5536 0.1 -0.1 -0.1
F -1.1906 1.8952 -1.9313 0.2 0.0 -0.1
C -0.1269 2.3229 -6.0620 -0.2 -1.1 0.2
C 1.1833 2.9293 -6.4749 0.0 1.1 -0.7
C 1.5557 4.1416 -5.6359 0.7 0.1 0.9
O 2.1963 1.9295 -6.4202 -0.1 -0.3 0.3
H 0.0035 1.8271 -5.0953 -0.2 0.4 0.2
H -0.4468 1.5000 -6.7083 0.3 0.2 -0.4
H -0.9607 3.0218 -6.0534 0.2 0.2 0.2
H 1.0998 3.2974 -7.5057 0.0 -0.2 -0.1
H 1.6513 3.8650 -4.5802 -0.3 -0.1 0.0
H 0.8795 4.9938 -5.7000 -0.3 -0.2 -0.2
H 2.5483 4.5399 -5.8705 0.0 -0.2 -0.4
H 3.0192 2.3042 -6.7485 0.0 0.1 0.0
C -4.0104 -4.7569 2.7580 -0.6 0.2 0.1
C -3.1427 -5.8579 2.1758 0.7 1.0 0.1
C -2.2581 -5.3091 1.0517 -0.9 -0.8 -0.8
O -2.2597 -6.3464 3.1834 -0.3 -0.3 0.2
H -3.4449 -3.8788 3.0813 0.3 -0.2 0.2
H -4.5646 -5.1834 3.5967 0.1 0.3 0.1
H -4.7520 -4.3460 2.0666 0.0 -0.3 -0.2
H -3.8267 -6.6634 1.9055 0.4 -0.2 -0.3
H -1.7048 -4.4601 1.4462 0.2 0.0 -0.2
H -2.8284 -5.0206 0.1613 -0.2 0.5 0.3
H -1.6087 -6.0738 0.6218 0.4 0.0 0.6
H -1.9313 -5.5894 3.6990 -0.1 -0.2 0.0
C 4.7767 -0.6743 -4.2018 -0.2 1.1 0.1
C 3.9957 -0.0767 -3.0178 -1.2 -0.7 -1.2
C 3.8972 1.4276 -2.9982 1.3 0.4 0.6
O 2.6152 -0.5802 -3.1850 -0.6 -0.4 0.6
H 5.8314 -0.5435 -3.9647 0.1 -0.4 -0.4
H 4.5278 -0.1073 -5.1075 0.3 0.4 0.2
H 4.4751 -1.6749 -4.5061 0.4 -0.3 0.8
H 4.3018 -0.4859 -2.0593 0.2 0.0 -0.1
H 3.3586 1.7842 -2.1218 -0.4 -0.1 -0.1
H 3.5197 1.8648 -3.9215 -0.3 -0.2 0.0
H 4.8956 1.8533 -2.8353 0.1 -0.2 -0.2
H 2.4163 -0.5681 -4.1282 0.0 0.1 0.0
C -3.6695 4.1103 1.4194 0.3 -0.1 0.3
C -3.0917 4.3086 0.0321 0.0 1.2 0.2
C -3.6373 3.3555 -0.9873 -0.1 -0.1 -0.9
O -3.4528 5.6225 -0.4436 0.1 0.0 -0.1
H -3.2010 3.2038 1.8105 -0.6 -0.1 0.2
H -4.7610 4.1273 1.4285 0.0 -0.6 -0.2
H -3.4338 4.9192 2.1191 0.5 0.1 -0.2
H -1.9975 4.2736 0.0909 -0.1 -0.3 0.0
H -3.3275 3.6088 -2.0057 0.2 0.4 0.2
H -4.7226 3.4688 -1.0135 0.0 -0.4 0.2
H -3.2887 2.3298 -0.8814 -0.4 -0.1 0.5
H -3.1462 6.2511 0.2175 -0.1 0.1 -0.1
C -2.5459 1.4830 3.8301 0.3 0.0 0.2
C -2.5388 0.5467 5.0377 0.3 0.0 -1.0
C -1.3380 0.6623 5.9427 0.3 0.2 0.9
O -3.7760 0.6869 5.7103 0.0 -0.3 0.4
H -1.7026 1.2926 3.1618 0.0 0.1 0.0
H -2.5143 2.5301 4.1476 0.0 0.0 0.0
H -3.4794 1.3291 3.2900 0.0 0.0 -0.1
H -2.4450 -0.4656 4.6231 -0.7 -0.1 0.2
H -0.4235 0.3777 5.4218 0.0 0.3 -0.1
H -1.4095 -0.0196 6.7952 -0.2 -0.2 -0.2
H -1.2138 1.6363 6.4306 0.0 0.2 -0.4
H -3.7641 1.5439 6.1527 -0.1 -0.1 0.0
C 3.8052 5.3727 -0.3525 -0.5 0.7 -0.7
C 4.1293 4.0628 0.3153 -0.2 -0.8 -0.1
C 5.4763 3.5119 -0.1165 0.7 0.1 0.2
O 4.0593 4.2360 1.7238 0.3 0.2 0.1
H 3.0362 5.9236 0.1902 0.1 -0.1 0.2
H 3.3977 5.2430 -1.3607 0.0 -0.3 0.0
H 4.6492 6.0483 -0.5129 0.2 -0.2 0.4
H 3.3808 3.3034 0.0557 -0.1 0.2 -0.2
H 5.5404 3.2735 -1.1801 -0.2 0.2 0.0
H 5.7562 2.6017 0.4213 -0.2 0.0 0.1
H 6.2575 4.2454 0.1048 0.0 0.0 0.0
H 4.0295 3.3583 2.1299 0.0 -0.1 0.0
C -7.0108 1.5556 -2.1594 0.1 0.8 0.2
C -7.3234 0.7307 -0.9127 0.1 -0.5 -0.8
C -6.1721 0.7299 0.0764 -0.4 0.7 -0.3
O -8.5088 1.1747 -0.2760 0.1 0.2 0.3
H -7.8306 1.5446 -2.8811 0.0 -0.3 -0.1
H -6.0824 1.2434 -2.6402 -0.1 -0.2 -0.1
H -6.8713 2.6142 -1.9169 0.0 0.0 0.2
H -7.4782 -0.2915 -1.2863 0.0 -0.1 0.3
H -6.3907 0.1305 0.9568 0.1 -0.1 -0.1
H -5.9957 1.7639 0.3831 0.0 0.0 0.2
H -5.2752 0.4100 -0.4535 0.0 -0.3 0.2
H -9.2032 1.2461 -0.9375 0.0 0.0 0.0
C 3.6165 -1.4204 1.7983 -0.6 0.6 0.8
C 3.9759 -1.3612 0.3233 0.1 -0.7 1.3
C 5.3131 -2.0672 0.0736 -0.6 0.6 -0.6
O 2.9261 -2.0530 -0.3974 0.1 0.2 -0.2
H 3.5724 -2.4154 2.2494 0.3 -0.2 -0.4
H 2.6322 -0.9843 1.9923 -0.1 0.0 -0.3
H 4.2558 -0.7994 2.4276 0.3 -0.1 -0.2
H 3.9576 -0.3080 0.0490 0.0 -0.1 -0.4
H 6.0704 -1.6092 0.7062 0.1 -0.2 0.0
H 5.6111 -1.9869 -0.9735 0.1 0.1 0.0
H 5.2018 -3.1345 0.2703 0.1 0.0 0.3
H 2.9544 -2.9680 -0.0824 -0.3 0.0 -0.1
C -2.0947 -0.2856 -4.3878 -0.9 0.4 -0.8
C -1.5344 -1.5686 -3.8448 -0.2 -0.9 0.3
C -1.7000 -2.7528 -4.8033 -0.4 0.5 0.2
O -0.1385 -1.3608 -3.5263 0.5 0.3 -0.3
H -3.1046 -0.3822 -4.8003 -0.1 -0.5 0.3
H -1.5532 0.0069 -5.2935 0.4 0.1 0.3
H -2.1722 0.5453 -3.6902 0.5 -0.1 0.1
H -1.9705 -1.8785 -2.8924 -0.1 0.3 0.0
H -1.3898 -2.5100 -5.8222 0.2 0.0 0.0
H -2.7736 -2.9513 -4.8323 0.0 -0.2 -0.1
H -1.1829 -3.6395 -4.4449 0.0 0.0 0.0
H 0.2373 -1.0369 -4.3581 0.2 0.0 0.3
C 0.2490 -2.5077 5.4958 -0.3 0.4 0.4
C -0.2766 -3.3814 4.3693 0.9 0.6 0.6
C 0.8022 -4.0974 3.5803 0.1 0.1 0.1
O -1.1786 -4.3129 4.9533 -0.7 0.0 -0.6
H -0.5959 -2.0120 5.9796 -0.1 -0.2 -0.1
H 0.8701 -1.6771 5.1556 0.4 -0.3 -0.1
H 0.7200 -3.0951 6.2903 0.4 0.0 -0.2
H -0.7872 -2.6579 3.7263 -0.6 -0.6 -0.2
H 0.3751 -4.6313 2.7323 0.0 0.0 0.0
H 1.3257 -4.8131 4.2196 0.0 0.0 0.0
H 1.5413 -3.3850 3.2082 -0.1 0.0 -0.1
H -0.7738 -4.6885 5.7416 0.1 0.0 -0.1
C 1.7147 2.2121 3.8185 -0.5 -0.3 0.3
C 3.1120 1.9000 4.3153 0.1 0.0 1.2
C 3.2145 0.7472 5.3152 -0.6 0.2 -0.4
O 3.9476 1.5930 3.2050 0.0 0.3 -0.9
H 1.6823 3.1607 3.2850 0.1 -0.2 -0.4
H 0.9802 2.3159 4.6225 0.4 0.1 0.4
H 1.2827 1.3824 3.2541 0.3 0.1 -0.5
H 3.5150 2.7660 4.8572 -0.1 0.2 -0.3
H 2.5770 0.9186 6.1844 0.1 0.1 0.0
H 4.2532 0.6795 5.6390 0.0 -0.3 0.1
H 2.8707 -0.1653 4.8237 0.2 -0.2 0.1
H 4.8742 1.5694 3.4637 -0.1 0.0 0.3
```
Positions in Å, forces in eV/Å.

Summary:
multiplicity: 5
HOMO (spin up / spin down): -9.27 / -9.27 eV
frontier orbital gap (spin up / spin down): 9.29 / 8.70 eV
E_LUMO (spin up / spin down): 0.0174 / -0.5738 eV
DFT total energy: -179071.23501 eV
energy relative to the best compared isomer or geometry (same formula, charge and spin): 0.0 kcal/mol